Entry 1:
Entry from the Open Molecules 2025 dataset: a cluster of 13 separate species, C30H90BN26O12 in total at a distorted geometry (ωB97M-V/def2-TZVPD).

```
159
Properties=species:S:1:pos:R:3:mulliken_charge:R:1
C 2.50178 -1.30508 -1.31956 -0.404
C 3.18142 -0.83450 0.11086 -0.542
C 1.95813 -0.60033 1.22535 0.292
C 1.81486 -2.06799 2.01338 -0.677
C 0.32552 -2.32249 2.64952 -0.481
C -0.61627 -3.36652 1.76079 -0.428
C -0.43272 -3.17404 0.14320 1.226
C -1.83969 -3.39787 -0.72174 -0.587
C -2.06446 -2.02607 -1.59070 0.129
C -3.30291 -2.07494 -2.66346 -0.481
C -3.19658 -0.99939 -3.89817 -0.686
B -2.56287 0.46354 -3.49567 0.949
C -2.14699 1.37750 -4.83962 -0.860
C -1.15895 2.60889 -4.28868 0.258
C 0.33430 2.59463 -4.98345 0.300
N 1.47994 2.80268 -4.01230 -0.601
C -3.74112 1.34058 -2.72505 -0.665
C -3.26470 1.74527 -1.19378 0.347
C -4.31228 2.85387 -0.50919 -0.313
C -5.24191 2.03862 0.57715 -0.268
N -6.66480 2.59529 0.59502 -0.637
H 1.42586 -0.80412 -1.41966 -0.114
H 3.19577 -0.89224 -2.17299 0.358
H 2.32708 -2.46043 -1.41201 0.089
H 3.84348 0.12890 0.01333 0.253
H 3.85639 -1.68902 0.58327 0.238
H 2.30486 0.23773 1.99385 -0.110
H 0.94262 -0.26734 0.71317 0.121
H 2.17815 -2.93342 1.27826 0.289
H 2.62656 -2.01562 2.88686 0.285
H -0.27672 -1.31912 2.76189 0.210
H 0.48615 -2.77330 3.74313 0.262
H -0.36696 -4.47020 2.14058 0.055
H -1.76401 -3.16667 2.01585 0.248
H -0.09653 -2.04188 -0.02538 -0.898
H 0.45406 -3.85989 -0.25195 -0.147
H -1.61681 -4.33134 -1.43169 0.292
H -2.74747 -3.71963 -0.05362 0.099
H -2.25242 -1.12349 -0.86956 -0.060
H -1.04375 -1.80540 -2.15304 0.044
H -3.36441 -3.15382 -3.17081 0.238
H -4.35653 -1.94509 -2.11834 0.136
H -2.66957 -1.48204 -4.85356 0.158
H -4.31839 -0.78876 -4.24793 0.132
H -1.59145 0.42554 -2.83527 -0.431
H -3.10367 1.81539 -5.39235 -0.014
H -1.55377 0.70226 -5.59752 0.204
H -1.68609 3.65977 -4.48572 0.185
H -0.99462 2.55556 -3.11431 -0.422
H 0.47570 1.52794 -5.47281 0.119
H 0.46635 3.39156 -5.85149 -0.278
H 2.19205 3.46439 -4.41724 0.193
H 1.09874 3.16359 -3.10202 0.264
H -3.96209 2.37242 -3.27499 0.174
H -4.74466 0.72174 -2.73388 0.064
H -2.22601 2.30792 -1.25391 -0.141
H -3.24957 0.80884 -0.48988 -0.082
H -4.93052 3.29276 -1.42877 0.334
H -3.72407 3.77644 -0.03279 -0.089
H -5.29261 0.88046 0.32719 0.257
H -4.77939 2.16814 1.64918 0.132
H -6.63552 3.62233 0.32140 0.221
H -7.22820 2.03892 -0.08799 0.234
C -2.24406 6.55429 0.70430 0.633
O -2.04544 5.55668 0.02911 -0.624
N -1.59335 6.79392 1.85703 -0.386
N -3.13146 7.50353 0.35591 -0.390
H -1.74319 7.60953 2.42662 0.145
H -0.91629 6.10401 2.15563 0.221
H -3.64294 7.36184 -0.50528 0.236
H -3.30887 8.33172 0.89873 0.149
C 0.41173 1.99869 4.48180 0.621
O -0.20210 2.96435 4.05605 -0.691
N -0.18763 0.98402 5.13052 -0.337
N 1.74265 1.86270 4.34019 -0.072
H 0.30085 0.18057 5.48824 0.149
H -1.18924 1.04694 5.25845 0.222
H 2.23252 2.60462 3.85756 0.073
H 2.26562 1.07503 4.68388 0.074
C 5.32674 2.24058 2.85718 0.659
O 4.27603 1.93961 3.40122 -0.651
N 6.41176 1.44570 2.88048 -0.356
N 5.49361 3.39417 2.18541 -0.394
H 7.28554 1.67623 2.43838 0.100
H 6.32863 0.56744 3.37576 0.188
H 4.70109 4.02149 2.14372 0.200
H 6.35100 3.65956 1.73101 0.171
C 8.87530 -0.69509 0.73064 0.681
O 9.11981 0.32791 1.35052 -0.656
N 7.73997 -0.86731 0.02994 -0.334
N 9.71952 -1.74188 0.69264 -0.409
H 7.52092 -1.70227 -0.48674 0.155
H 7.07702 -0.10308 0.03220 0.185
H 10.58606 -1.65344 1.20706 0.223
H 9.53579 -2.59248 0.18792 0.163
C 9.60963 1.11506 6.18440 0.579
O 10.17118 0.88742 7.24431 -0.667
N 8.28544 1.33459 6.09521 -0.307
N 10.26487 1.16693 5.01058 -0.317
H 7.80516 1.52373 5.23169 0.195
H 7.75466 1.30451 6.95598 0.183
H 11.26352 1.00719 5.03328 0.193
H 9.81995 1.35295 4.12769 0.163
C -7.87493 2.17870 4.38673 0.551
O -8.22148 1.09965 3.93273 -0.657
N -7.15642 3.06883 3.67887 -0.317
N -8.18071 2.57437 5.63567 -0.395
H -6.86187 3.96226 4.03542 0.154
H -6.90510 2.81020 2.73363 0.353
H -8.72071 1.93363 6.20241 0.228
H -7.90436 3.45889 6.02720 0.154
C -3.77927 -6.18661 2.14591 0.719
O -2.97337 -5.44694 2.68811 -0.658
N -3.42128 -7.33267 1.53926 -0.355
N -5.09771 -5.92189 2.10669 -0.422
H -4.07029 -7.95468 1.08760 0.135
H -2.43771 -7.56951 1.54597 0.349
H -5.40944 -5.06861 2.55174 0.236
H -5.77663 -6.51862 1.66508 0.142
C 0.23423 -7.72914 0.43002 0.650
O -0.81648 -8.03011 0.97406 -0.800
N 1.31924 -8.52402 0.45333 -0.408
N 0.40109 -6.57554 -0.24175 -0.225
H 2.19303 -8.29349 0.01123 0.124
H 1.23612 -9.40228 0.94860 0.228
H -0.39142 -5.94823 -0.28343 0.135
H 1.25849 -6.31016 -0.69615 0.161
C -3.53701 1.53934 -9.38531 0.537
O -3.57529 1.74935 -10.58739 -0.703
N -4.54245 0.94440 -8.71841 -0.307
N -2.48571 1.88397 -8.61987 -0.303
H -4.52920 0.76290 -7.72897 0.196
H -5.35306 0.66888 -9.25743 0.189
H -1.70720 2.33455 -9.08274 0.130
H -2.43578 1.71938 -7.62868 0.291
C 1.46567 5.44848 -7.75324 0.660
O 1.19756 4.25849 -7.80436 -0.626
N 1.90489 6.04768 -6.63178 -0.345
N 1.34603 6.26723 -8.81401 -0.419
H 2.13086 7.02607 -6.57023 0.164
H 2.00909 5.46694 -5.80993 0.179
H 1.01830 5.85614 -9.67828 0.229
H 1.56189 7.24953 -8.79142 0.146
C -0.11354 5.27547 7.64995 0.620
O 0.84775 5.24696 8.40205 -0.670
N -1.10773 6.17317 7.77383 -0.385
N -0.26466 4.41169 6.62968 -0.194
H -1.90716 6.21243 7.16435 0.169
H -1.03286 6.84189 8.52932 0.218
H 0.46157 3.71928 6.50120 0.072
H -1.04907 4.41940 5.99985 0.140
C 1.92073 -11.21304 -1.60996 0.629
O 2.72663 -10.47337 -1.06777 -0.633
N 2.27872 -12.35910 -2.21662 -0.412
N 0.60229 -10.94833 -1.64919 -0.308
H 1.62971 -12.98111 -2.66827 0.158
H 3.26229 -12.59594 -2.20990 0.226
H 0.29056 -10.09504 -1.20413 0.170
H -0.07663 -11.54505 -2.09080 0.162
```

**Molecular weight**: 1018.03 g/mol
**Total charge**: -1
**Lowest unoccupied orbital energy**: 1.40 eV



Entry 2:
Entry from the Open Molecules 2025 dataset: the molecule C5H7N (ωB97M-V/def2-TZVPD).

```
13
Properties=species:S:1:pos:R:3:mulliken_charge:R:1
C 1.79941 0.33649 -0.34340 -0.802
N 0.54308 0.49631 0.36124 -0.317
C 0.11245 -0.55033 1.25580 -0.321
C -0.52517 -0.37809 -0.08374 -0.116
C -1.81488 0.20953 -0.38097 -0.939
C -2.85379 0.67247 -0.77617 0.343
H 1.74712 0.92260 -1.26635 0.284
H 2.01881 -0.71265 -0.60869 0.326
H 2.61897 0.72412 0.26832 0.275
H 0.74191 -1.43729 1.36028 0.272
H -0.38526 -0.22798 2.16690 0.243
H -0.24267 -1.15022 -0.80281 0.337
H -3.75997 1.09504 -1.15042 0.416
```

**Molecular weight**: 81.12 g/mol
**Total charge**: 0
**ΔE to the lowest compared entry with this formula, charge and spin**: 3.2381 eV
**Lowest unoccupied orbital energy**: 1.11 eV
**SMILES string**: C#C[C@@H]1CN1C



Entry 3:
Entry from the Open Molecules 2025 dataset: a structure of composition C3H8OTl at a distorted geometry (ωB97M-V/def2-TZVPD).

```
13
Properties=species:S:1:pos:R:3:mulliken_charge:R:1
Tl -0.48580 -1.21462 4.01285 1.059
C -1.04337 -0.64242 -0.65522 -1.057
C 0.31116 -0.23949 -0.03905 0.765
C 0.71310 0.99169 -0.70248 -0.974
O 0.16425 -0.06699 1.33271 -0.119
H -1.89331 0.00191 -0.43038 0.411
H -1.31153 -1.65406 -0.35068 0.397
H -1.12396 -0.62239 -1.74205 0.444
H 0.98443 -1.06889 -0.25562 0.253
H 1.67235 1.41096 -0.39891 0.500
H 0.13146 1.90881 -0.60918 0.430
H 0.93712 0.76122 -1.74402 0.443
H 0.94410 0.43427 1.58203 0.448
```

**Molecular weight**: 264.48 g/mol
**Total charge**: +3
**ΔE to the lowest compared entry with this formula, charge and spin**: 2.4280 eV
**Lowest unoccupied orbital energy**: -21.39 eV



Entry 4:
Entry from the Open Molecules 2025 dataset: a cluster of 2 separate species, C4H8Se in total at a distorted geometry (ωB97M-V/def2-TZVPD).

```
13
Properties=species:S:1:pos:R:3:mulliken_charge:R:1
C -1.05542 -1.35380 0.48790 -0.716
C -0.24074 -0.63356 -0.23553 0.159
C -0.65826 2.12315 0.02732 -0.848
C 1.12441 -1.01307 -0.71826 -0.844
Se 2.58774 0.11043 0.05800 -0.107
H -0.78406 -2.30202 0.80369 0.311
H -1.95831 -0.93810 0.70302 0.280
H -0.42797 2.52730 0.94648 0.265
H -1.50535 1.64995 -0.28622 0.351
H -0.19636 2.51005 -0.76041 0.333
H 1.16239 -0.59603 -1.81452 0.270
H 1.28553 -2.02262 -0.54073 0.455
H 2.71675 -0.38427 1.28422 0.092
```

**Molecular weight**: 135.07 g/mol
**Total charge**: 0
**ΔE to the lowest compared entry with this formula, charge and spin**: 6.0815 eV
**Lowest unoccupied orbital energy (alpha / beta)**: -0.84 / -0.84 eV



Entry 5:
Entry from the Open Molecules 2025 dataset: a structure of composition C6H19Cr2HgO13S2 at a distorted geometry (ωB97M-V/def2-TZVPD).

```
43
Properties=species:S:1:pos:R:3:lowdin_spin:R:1
Hg 7.24535 -21.63816 17.65435 0.003
Cr 7.46311 -18.00309 17.75679 3.886
Cr 4.94985 -19.79039 18.95661 3.784
C 5.70873 -15.58934 19.79677 0.005
C 5.94272 -16.95607 20.42552 0.006
O 6.07982 -17.97115 19.46314 0.047
H 6.37886 -15.26166 19.00128 0.003
H 5.76101 -14.77996 20.53615 0.000
H 4.67168 -15.49997 19.45263 0.000
H 5.26062 -17.25704 21.22182 0.001
H 6.92622 -16.86110 20.91384 0.001
S 4.11552 -22.55228 17.23613 0.006
O 3.33240 -22.36373 16.00566 0.000
O 5.54286 -22.67327 16.81289 0.003
O 4.00336 -21.32617 18.06994 0.037
O 3.67708 -23.70878 17.99971 0.002
S 9.49589 -19.82664 16.98847 0.008
O 9.01300 -18.59259 16.34323 0.011
O 8.71553 -19.71553 18.25373 0.030
O 8.96265 -21.08502 16.37972 0.004
O 10.93393 -19.86726 17.16766 0.000
O 6.14541 -19.62980 17.17964 0.086
H 5.58579 -19.75891 16.41130 0.007
O 6.46183 -20.97408 19.60547 0.042
H 7.12983 -21.14616 20.25783 0.004
C 6.46079 -21.48515 12.55078 0.000
C 6.28264 -21.99537 13.97144 0.000
O 5.30141 -23.04562 13.84044 0.000
H 6.84684 -20.45480 12.48534 0.000
H 5.60172 -21.49891 11.88218 0.000
H 7.23609 -21.98219 11.95282 0.000
H 5.85136 -21.21846 14.60434 0.000
H 7.21408 -22.36946 14.39699 0.000
H 4.61844 -22.90352 14.52276 0.000
C 1.77008 -16.74515 17.41793 0.000
C 2.06500 -17.96102 18.25645 0.004
O 3.18283 -18.72241 17.79418 0.018
H 0.99839 -16.18489 17.95507 0.000
H 1.49345 -16.96244 16.38990 0.000
H 2.61770 -16.05525 17.46283 0.000
H 1.17816 -18.59933 18.28858 0.000
H 2.29325 -17.63732 19.27332 0.002
H 2.86405 -19.46435 17.25650 0.001
```

**Molecular weight**: 667.92 g/mol
**Total charge**: -1
**Multiplicity**: 9
**Lowest unoccupied orbital energy (alpha / beta)**: 1.40 / 1.32 eV



> Look up the molecular weight of the fourth one.

135.07 g/mol



> What is the total charge in the third record?

+3



What did the fifth record say?
Entry from the Open Molecules 2025 dataset: a structure of composition C6H19Cr2HgO13S2 at a distorted geometry (ωB97M-V/def2-TZVPD).

```
43
Properties=species:S:1:pos:R:3:lowdin_spin:R:1
Hg 7.24535 -21.63816 17.65435 0.003
Cr 7.46311 -18.00309 17.75679 3.886
Cr 4.94985 -19.79039 18.95661 3.784
C 5.70873 -15.58934 19.79677 0.005
C 5.94272 -16.95607 20.42552 0.006
O 6.07982 -17.97115 19.46314 0.047
H 6.37886 -15.26166 19.00128 0.003
H 5.76101 -14.77996 20.53615 0.000
H 4.67168 -15.49997 19.45263 0.000
H 5.26062 -17.25704 21.22182 0.001
H 6.92622 -16.86110 20.91384 0.001
S 4.11552 -22.55228 17.23613 0.006
O 3.33240 -22.36373 16.00566 0.000
O 5.54286 -22.67327 16.81289 0.003
O 4.00336 -21.32617 18.06994 0.037
O 3.67708 -23.70878 17.99971 0.002
S 9.49589 -19.82664 16.98847 0.008
O 9.01300 -18.59259 16.34323 0.011
O 8.71553 -19.71553 18.25373 0.030
O 8.96265 -21.08502 16.37972 0.004
O 10.93393 -19.86726 17.16766 0.000
O 6.14541 -19.62980 17.17964 0.086
H 5.58579 -19.75891 16.41130 0.007
O 6.46183 -20.97408 19.60547 0.042
H 7.12983 -21.14616 20.25783 0.004
C 6.46079 -21.48515 12.55078 0.000
C 6.28264 -21.99537 13.97144 0.000
O 5.30141 -23.04562 13.84044 0.000
H 6.84684 -20.45480 12.48534 0.000
H 5.60172 -21.49891 11.88218 0.000
H 7.23609 -21.98219 11.95282 0.000
H 5.85136 -21.21846 14.60434 0.000
H 7.21408 -22.36946 14.39699 0.000
H 4.61844 -22.90352 14.52276 0.000
C 1.77008 -16.74515 17.41793 0.000
C 2.06500 -17.96102 18.25645 0.004
O 3.18283 -18.72241 17.79418 0.018
H 0.99839 -16.18489 17.95507 0.000
H 1.49345 -16.96244 16.38990 0.000
H 2.61770 -16.05525 17.46283 0.000
H 1.17816 -18.59933 18.28858 0.000
H 2.29325 -17.63732 19.27332 0.002
H 2.86405 -19.46435 17.25650 0.001
```

**Molecular weight**: 667.92 g/mol
**Total charge**: -1
**Multiplicity**: 9
**Lowest unoccupied orbital energy (alpha / beta)**: 1.40 / 1.32 eV